[1]
{"formula": "C19H40NP3PbS", "method": "ωB97M-V/def2-TZVPD", "lumo_ev": [-13.4, -14.9], "total_charge": 4, "orbital_gap_ev": [6.37, 4.76], "elements": ["Pb", "S", "P", "P", "P", "N", "C", "C", "C", "C", "C", "C", "C", "C", "C", "C", "C", "C", "C", "C", "C", "C", "C", "C", "C", "H", "H", "H", "H", "H", "H", "H", "H", "H", "H", "H", "H", "H", "H", "H", "H", "H", "H", "H", "H", "H", "H", "H", "H", "H", "H", "H", "H", "H", "H", "H", "H", "H", "H", "H", "H", "H", "H", "H", "H"], "coordinates": [[-0.281410, 0.026781, 1.442796], [-0.239929, -1.289291, -4.549416], [0.590527, 0.938145, -0.997601], [-2.157374, 1.916247, 1.670690], [2.111934, 1.180456, 2.536437], [-0.595757, -0.398913, 4.121082], [-2.008031, -4.187095, -6.779042], [-0.588273, -2.751717, -5.433507], [-2.663784, 2.267674, 3.365134], [-0.059351, -2.957717, 0.009012], [-0.262139, -0.183169, 6.705180], [-1.112786, -5.257780, -6.612657], [1.295494, 2.603470, -1.188274], [-1.866518, 3.523671, 0.904597], [-1.747853, -2.930304, -6.217711], [3.650458, 0.877125, 1.574538], [2.059077, 3.016253, 2.561268], [0.072766, -5.044535, -5.886167], [-0.906058, 0.986790, -2.032838], [-0.454650, -0.326973, 5.277311], [0.349477, -3.799999, -5.320129], [1.176263, -2.891566, 0.537469], [1.748199, -0.141275, -1.886704], [2.680891, 0.812219, 4.236269], [-3.665327, 1.278660, 0.886265], [3.724179, 1.137910, 4.330636], [-3.501758, 2.971207, 3.318036], [1.373741, -1.173381, -1.907705], [-1.624349, 1.713680, -1.632078], [0.792667, -5.857728, -5.750712], [-0.594729, 1.281106, -3.042218], [2.599745, -0.266629, 4.419515], [-3.978212, 0.352051, 1.385018], [2.048797, -2.577673, -0.032556], [1.836574, 0.248388, -2.907378], [2.294017, 2.627136, -0.735917], [2.722369, -0.115551, -1.381920], [2.993668, 3.415162, 2.985016], [1.271278, -3.622456, -4.751859], [-3.486774, 1.075173, -0.176621], [3.551155, 1.277568, 0.555836], [-1.453570, -0.631241, -4.614933], [-1.758879, 3.430047, -0.181750], [-2.966899, 1.343995, 3.867969], [-0.268030, 0.880633, 6.979030], [1.213037, 3.329272, 3.190426], [-4.445539, 2.040825, 0.999894], [1.360470, 2.793553, -2.266010], [1.354873, -3.078215, 1.592585], [-0.961018, 3.980750, 1.322865], [-2.735466, 4.150008, 1.139752], [-1.321379, -6.252029, -7.042703], [-2.444413, -2.106275, -6.353808], [1.917862, 3.404799, 1.542505], [-1.062446, -0.682928, 7.272937], [2.049939, 1.343828, 4.958438], [4.501987, 1.353974, 2.080924], [-1.825585, 2.710330, 3.913070], [-0.266664, -2.717309, -1.026847], [-2.919521, -4.354669, -7.352706], [0.641826, 3.344023, -0.710323], [3.823105, -0.206824, 1.519111], [-0.910518, -3.197516, 0.625036], [0.695761, -0.621568, 7.012082], [-1.367123, -0.010557, -2.066639]], "forces_ev_per_angstrom": [[1.31, 0.08, 0.60], [-0.81, -0.52, -0.54], [-0.02, 0.10, -0.70], [-1.59, 0.48, 0.26], [1.30, 0.83, 0.38], [0.28, 0.24, 1.74], [-0.44, 1.40, 0.18], [-0.12, 0.83, 0.26], [0.57, -0.29, 0.26], [0.26, 0.70, 0.36], [-0.04, -0.02, 0.65], [0.13, -0.28, 0.00], [-0.09, -0.15, 0.38], [0.70, -0.03, -0.17], [-0.97, -1.20, -0.70], [-0.58, -0.57, -0.41], [-0.75, -0.14, -0.22], [1.10, 0.75, 0.82], [0.01, -0.21, 0.11], [-0.28, -0.10, -1.94], [0.59, -1.39, -0.10], [-0.13, 0.67, 0.14], [-0.07, -0.14, 0.33], [-0.77, -0.55, -0.02], [0.36, -0.41, -0.13], [-0.25, -0.04, -0.06], [0.08, -0.06, 0.02], [0.15, 0.31, -0.04], [0.15, -0.18, -0.26], [-0.30, 0.31, -0.11], [-0.22, 0.09, 0.13], [0.19, 0.24, 0.09], [-0.03, 0.23, -0.12], [-0.14, -0.30, -0.08], [0.15, -0.11, 0.15], [-0.21, 0.18, -0.21], [-0.15, -0.04, -0.24], [-0.24, -0.23, -0.13], [-0.36, -0.27, -0.31], [-0.20, 0.07, 0.20], [0.15, -0.11, 0.30], [0.69, -0.61, -0.34], [-0.10, 0.12, 0.22], [-0.02, 0.17, -0.07], [0.00, -0.23, -0.12], [0.29, 0.10, -0.14], [0.09, -0.13, -0.06], [0.08, 0.12, 0.18], [-0.07, -0.29, -0.10], [-0.25, 0.06, -0.10], [0.10, -0.06, -0.06], [0.07, 0.65, 0.22], [0.07, -0.22, -0.04], [0.09, 0.01, 0.35], [0.19, 0.09, -0.31], [0.19, -0.10, -0.13], [-0.33, -0.06, -0.10], [-0.23, 0.03, 0.02], [0.10, -0.19, -0.11], [0.22, 0.20, 0.12], [0.27, -0.06, -0.20], [0.14, 0.29, -0.03], [-0.16, -0.39, 0.06], [-0.18, 0.05, -0.14], [0.03, 0.29, 0.02]]}



[2]
{"formula": "C2H10NO3", "method": "ωB97M-V/def2-TZVPD", "lumo_ev": 4.3, "total_charge": -1, "orbital_gap_ev": 8.13, "elements": ["O", "O", "O", "N", "C", "C", "H", "H", "H", "H", "H", "H", "H", "H", "H", "H"], "coordinates": [[3.058608, 0.685904, 0.037151], [0.301562, -0.380186, -0.873421], [-0.732590, 1.973028, -1.101418], [-1.199799, 0.025422, 1.473667], [-1.128506, -1.413065, 1.044931], [-0.579508, -1.373628, -0.470253], [-0.329568, -1.850256, 1.653397], [-0.190486, 1.102753, -1.159304], [2.257845, 0.134674, 0.184091], [-0.220798, 0.210913, 1.705055], [-0.113848, -2.407996, -0.553531], [-1.455508, 1.943836, -0.482836], [-2.260272, -1.931466, 0.994700], [-1.463804, 0.512013, 0.605170], [2.637985, 1.511485, -0.226253], [-1.635178, -1.331432, -1.034831]], "forces_ev_per_angstrom": [[-0.57, -0.12, 0.41], [-0.60, -1.18, 1.18], [0.77, 0.84, -1.04], [-0.67, -1.24, 0.29], [-1.11, 1.35, -1.58], [-1.01, -0.42, -0.55], [-0.76, -0.61, 0.30], [-1.12, -0.27, 0.87], [0.25, 0.02, -0.54], [-0.54, 0.65, -0.58], [-0.59, 0.61, -0.60], [0.06, -0.41, 0.16], [3.20, 1.02, 0.65], [0.72, -0.06, 0.84], [0.09, 0.03, -0.11], [1.87, -0.20, 0.30]]}



[3]
{"formula": "CH5O2P", "method": "ωB97M-V/def2-TZVPD", "lumo_ev": 1.0, "smiles": "CPOO", "orbital_gap_ev": 9.80, "elements": ["P", "O", "O", "C", "H", "H", "H", "H", "H"], "coordinates": [[-0.584927, 0.971966, -0.020047], [-1.498069, -0.410936, 0.093068], [-2.887885, -0.117431, -0.093411], [0.992368, -0.025501, -0.178013], [1.741895, 0.728220, -0.105083], [-3.420343, -0.870465, -0.295106], [0.994775, -0.728854, -1.112016], [0.945667, -0.650382, 0.643815], [-0.667692, 1.367993, 1.300636]], "forces_ev_per_angstrom": [[-0.37, 0.01, -2.34], [-0.59, -1.73, -0.02], [-0.05, 3.02, 0.40], [-1.91, -0.06, -1.94], [1.08, 0.07, -0.21], [0.57, -1.79, -0.23], [0.03, 1.91, 1.48], [0.60, -1.37, 1.81], [0.64, -0.08, 1.06]]}



[4]
{"formula": "C19H23ClN2O4S2", "method": "ωB97M-V/def2-TZVPD", "lumo_ev": 0.1, "smiles": "COc1ccc(Cl)cc1N(CC(=O)NCCSCc1ccccc1)S(C)(=O)=O", "orbital_gap_ev": 8.16, "elements": ["Cl", "S", "S", "O", "O", "O", "O", "N", "N", "C", "C", "C", "C", "C", "C", "C", "C", "C", "C", "C", "C", "C", "C", "C", "C", "C", "C", "C", "H", "H", "H", "H", "H", "H", "H", "H", "H", "H", "H", "H", "H", "H", "H", "H", "H", "H", "H", "H", "H", "H", "H"], "coordinates": [[1.552447, 1.895829, -3.427505], [-1.453928, -2.495894, -0.299015], [0.413548, -0.484148, 2.607695], [0.593839, -2.056755, 2.642063], [-1.053694, -0.226853, 2.186233], [0.453705, 2.291384, 2.470547], [2.626490, -2.079398, -1.109796], [1.417810, -3.155875, 0.240129], [1.498192, -0.270945, 1.337762], [0.847610, -0.032046, 4.189679], [-2.510661, 1.715213, -1.117495], [-1.440668, -0.349383, -2.192934], [2.399799, -1.074444, 1.074114], [-0.784286, 2.993836, 2.910057], [1.072029, 0.749145, 0.425795], [0.511224, 3.074633, -1.169336], [-0.566997, -4.043843, -0.696601], [1.407795, 0.987678, -0.842406], [0.426606, 2.106817, 1.153415], [-1.438119, 0.304526, -3.354439], [-2.566212, 2.333406, -2.352374], [-0.937116, -1.593539, -1.944281], [-0.038008, 3.142336, 0.387301], [1.165016, 1.954459, -1.649996], [1.198148, -4.101139, -0.826104], [-2.010010, 0.301382, -1.164723], [-2.144891, 1.533667, -3.584886], [2.353455, -2.048624, -0.040892], [-1.165103, -2.317650, -2.680381], [-2.241520, 1.794336, -4.509314], [-1.731194, 0.044536, -0.075661], [-0.432480, 4.131020, 2.746898], [-0.359755, 3.978953, 0.545443], [2.688427, -1.407633, 2.000870], [0.083059, 3.764405, -1.727678], [1.870272, 0.284041, -1.268230], [-1.660375, 2.845353, 2.249589], [1.306587, -3.601531, -1.519448], [-0.769623, 2.767308, 3.956827], [-3.047424, 3.179800, -2.593696], [-3.152908, 2.174078, -0.287754], [-1.370342, -0.167643, -4.202191], [-0.930461, -4.656301, -1.654775], [1.604681, -0.780452, 4.359405], [-0.874762, -4.494746, 0.370332], [3.336096, -0.233464, 0.687106], [0.035906, 0.215810, 4.810319], [1.476156, -5.101434, -0.449509], [1.462368, 1.044800, 3.992474], [0.025030, -1.720822, -1.854579], [0.854239, -3.114186, 1.251949]], "forces_ev_per_angstrom": [[-0.05, -0.12, 1.74], [0.97, 0.33, -2.54], [-6.57, -8.94, -4.19], [-0.11, 4.56, 1.49], [5.06, 0.99, 1.75], [-1.91, -1.28, 1.03], [6.11, 2.72, -11.91], [1.28, 1.99, 5.38], [-10.74, 9.93, 0.86], [4.28, 4.64, -1.43], [-0.84, -1.98, -1.73], [-1.42, 3.29, 1.97], [11.77, -1.37, -3.68], [2.97, 3.03, -1.01], [-1.97, 5.66, 4.48], [-0.53, -3.94, 5.52], [0.26, -2.47, 0.35], [-0.47, -2.67, 5.06], [1.25, -1.11, -3.27], [-3.63, 5.18, -0.47], [1.75, -5.05, -2.89], [-2.79, -5.18, 1.96], [7.18, -10.82, -7.82], [-2.89, 7.99, -3.52], [-7.48, -6.18, 15.68], [-0.21, 4.58, 5.91], [2.07, -1.78, 9.86], [-8.49, -5.41, 9.91], [-0.77, -0.79, -1.08], [-0.78, 2.14, -5.31], [-1.01, -0.65, -1.76], [-1.27, -2.22, 0.76], [-3.77, 8.90, 2.62], [1.60, -2.13, 1.58], [-1.36, 3.31, -2.81], [3.78, -6.03, -3.17], [0.54, -0.63, 0.79], [3.12, 6.87, -13.41], [-0.94, 0.01, 0.44], [-1.61, 3.25, -0.22], [1.65, -0.96, -0.81], [1.53, -2.93, -4.64], [0.10, 1.29, 2.32], [-0.20, -0.27, 1.17], [0.90, -0.17, -2.62], [-1.49, -2.61, 0.87], [-1.01, -0.42, 0.77], [0.22, 0.38, -1.58], [-1.59, -2.84, 0.84], [5.62, 0.21, 0.42], [1.95, -0.33, -3.62]]}



Taking the records one at a time from the top gives relative energy (zero: lowest compared OMol25 entry of this formula, charge and spin) values of 0.0; 32.1; 80.5; 423.0 kcal/mol.